{"formula": "C5H3NO", "method": "wB97M-V/def2-TZVPD", "elements": ["C", "C", "C", "C", "C", "H", "H", "H", "N", "O"], "xyz": [[1.5280, 2.2569, -0.5007], [1.0304, 0.9916, -0.4800], [0.2979, -0.0475, 0.0180], [-0.2545, -1.0897, -0.7070], [-1.3784, -0.9765, 0.8916], [2.3250, 2.8572, -0.6578], [0.1458, -1.5330, -1.5434], [-1.8808, -0.8869, 1.9587], [-1.2859, -1.6295, -0.1035], [-0.5275, 0.0574, 1.1241]], "forces_ev_per_a": [[-5.249, -11.071, 0.098], [4.941, 10.626, 0.431], [-2.397, -1.580, -1.152], [3.113, 1.809, -0.467], [-2.550, 4.998, 11.243], [1.968, 1.979, -0.353], [0.758, -0.522, -2.017], [-0.409, -1.645, -2.736], [-1.542, -4.513, -3.435], [1.367, -0.082, -1.611]], "de_lowest_kcal_mol": 94.1, "homo_energy_ev": -8.77, "gap_ev": 8.8}